Here is a cluster of 3 separate species, C11H28ClO6PS2 in total from the OMol25 dataset. Energies are from ωB97M-V with the def2-TZVPD basis set.

As for the energy: -2485.269854 a.u. As for the SMILES: CCC[C@@H](C)PCl.CCOS(C)(=O)=O.CCOS(C)(=O)=O. The HOMO energy is -9.56 eV. The calculation puts the max |F| at 0.2 eV/Å.

```
49
Properties=species:S:1:pos:R:3:lowdin_charge:R:1
Cl 3.2134 2.5961 2.2405 0.138
S -4.0940 -3.1239 2.3058 0.559
S 4.4843 3.9037 -2.6130 0.558
P 1.2843 2.0695 1.6816 0.578
O -3.1039 -3.2743 1.2799 -0.284
O 5.5911 3.5232 -3.4347 -0.274
O 3.1989 3.0614 -3.0174 -0.272
O 4.1208 5.2871 -2.5404 -0.276
O -4.6667 -4.2974 2.8859 -0.268
O -5.2365 -2.1649 1.7738 -0.264
C 3.0372 3.2807 -5.4675 -0.072
C 2.4026 3.5611 -4.1244 -0.248
C 2.6425 -0.2522 0.6509 -0.122
C -6.7086 -3.6104 0.4223 -0.070
C 0.2250 -2.3805 2.2902 -0.108
C -0.1241 -1.7428 0.9512 -0.252
C 4.6906 3.2392 -1.0021 -0.142
C 0.1098 -0.2279 0.8902 -0.280
C 1.4489 0.2422 1.4787 -0.666
C -3.4841 -2.0788 3.5800 -0.118
C -5.7651 -2.4301 0.4446 -0.242
H 1.4565 3.0356 -4.0127 0.120
H -0.1749 -3.3934 2.3420 0.073
H 2.2999 -0.7049 -0.2806 0.077
H 2.2294 4.6257 -3.9672 0.112
H -1.1757 -1.9391 0.7420 0.079
H 5.5983 3.6792 -0.5946 0.082
H -0.7266 0.2829 1.3814 0.091
H -6.2754 -1.5044 0.1887 0.122
H -4.3000 -1.8493 4.2599 0.076
H 1.4523 2.3652 0.3033 -0.085
H -6.1907 -4.5430 0.6386 0.075
H 3.2571 2.2187 -5.5741 0.085
H 0.0877 0.0859 -0.1584 0.109
H -4.9238 -2.5637 -0.2355 0.112
H -0.1986 -1.8095 3.1219 0.071
H 3.3341 0.5508 0.3941 0.022
H 1.3021 -2.4350 2.4556 0.067
H 3.2175 -1.0065 1.1881 0.078
H 0.4345 -2.2365 0.1519 0.107
H 3.9631 3.8380 -5.5974 0.075
H 3.8315 3.5069 -0.3948 0.027
H -7.5041 -3.4801 1.1554 0.086
H 1.5403 -0.1334 2.5015 0.083
H -7.1567 -3.6827 -0.5694 0.083
H 2.3405 3.5736 -6.2541 0.082
H 4.7975 2.1607 -1.0849 0.071
H -2.7082 -2.6441 4.0924 0.075
H -3.0740 -1.1786 3.1307 0.071
```


Here is a structure of composition C11H29AgF3O7 from the OMol25 dataset. Energies are from ωB97M-V with the def2-TZVPD basis set.

As for the spin multiplicity: 2. As for the energy: -1409.600055 a.u. The HOMO energy (spin up / spin down) is -7.91 / -7.89 eV. The calculation puts the max |F| at 1.2 eV/Å.

```
51
Properties=species:S:1:pos:R:3:lowdin_spin:R:1
Ag 0.4121 -0.4365 0.3520 0.368
F -2.0610 1.9692 -2.7757 0.000
F 0.0304 1.5060 -2.9600 0.000
F -0.6322 3.5411 -3.1734 0.000
O 1.5229 -2.2615 0.9470 0.478
O -0.4761 1.5697 -0.2448 0.017
O -1.1294 -1.6166 -1.0701 0.012
O 1.8619 -0.2683 -1.5502 0.009
O -1.3256 -1.0382 1.9097 0.009
O -1.8432 3.3536 -0.5457 0.002
O 1.8212 0.5809 1.8996 0.013
C -0.8339 2.4068 -2.4640 0.000
C 1.9374 -1.1815 -2.6467 0.000
C 1.1352 -3.5901 0.8512 0.046
C -2.3406 -0.9200 -1.4698 0.000
C -0.6453 2.6480 -0.9519 0.003
C -1.7958 4.7410 -0.6555 0.000
C 2.4596 1.8501 1.8148 0.001
C -0.9225 -1.4253 3.2214 0.000
C 1.3423 -4.2448 2.1814 0.013
C -3.0499 5.3364 -0.0169 0.000
C 1.8974 -4.3278 -0.2681 0.005
H 2.0502 -3.6863 -1.1311 0.000
H 2.3331 -0.0171 2.4512 0.000
H 0.8307 -3.6951 2.9732 0.000
H 0.1184 -1.1384 3.3491 0.000
H 2.2286 0.5699 -1.8388 0.000
H 0.0694 -3.5927 0.5666 0.022
H -1.5297 -0.9345 3.9849 0.000
H 1.0472 -1.8050 -2.6463 0.000
H -3.2089 4.8788 0.9633 0.000
H 1.3071 -5.1954 -0.5953 0.000
H 2.1492 2.4967 2.6382 0.000
H -2.1978 -0.4153 -2.4218 0.000
H -2.9349 6.4123 0.1097 0.000
H -1.0923 -2.4363 -1.5698 0.000
H -3.9403 5.1226 -0.6084 0.000
H 2.4103 -4.2650 2.4052 0.000
H -0.9031 5.1465 -0.1504 0.000
H -3.1713 -1.6236 -1.5621 0.000
H 0.9855 -5.2783 2.2111 0.002
H -1.7258 5.0802 -1.7009 0.000
H 2.8252 -1.8160 -2.5692 0.000
H -2.2195 -1.3683 1.7817 0.000
H 2.8492 -4.7296 0.0802 0.000
H 1.9680 -0.6546 -3.6020 0.000
H -2.5483 -0.1634 -0.7210 0.000
H -0.9689 -2.5115 3.3577 0.000
H 3.5477 1.7493 1.8406 0.000
H 2.1576 2.2985 0.8729 0.000
H 0.1984 3.3795 -0.8529 0.000
```


Here is a structure of composition C11H29AlNO4 from the OMol25 dataset. Energies are from ωB97M-V with the def2-TZVPD basis set.

As for the energy: -1034.760310 a.u. The HOMO energy is -4.97 eV. The calculation puts the max |F| at 0.6 eV/Å. As for the charge: -1.

```
46
Properties=species:S:1:pos:R:3:lowdin_charge:R:1
Al -1.7972 -0.4027 1.0846 0.121
O -3.8167 0.7356 -2.5182 -0.059
O -1.0252 1.2094 1.0217 -0.289
O -0.6925 -1.5039 1.9578 -0.264
O -0.7869 3.3121 -3.8550 -0.051
N -2.0436 3.0753 -1.3961 -0.031
C 3.6320 -1.6290 1.0938 -0.070
C 1.3295 -3.6960 0.7679 -0.071
C -1.8225 2.3615 1.0315 -0.331
C 2.9751 -1.6005 3.5666 -0.070
C -0.1607 2.4331 -2.9111 -0.395
C 1.4259 -2.6521 1.8732 -0.347
C 2.8911 -2.3452 2.2276 -0.400
C -0.3865 0.9610 -3.2882 -0.038
C -0.6231 2.7091 -1.4788 -0.203
C 0.6301 -1.3950 1.5050 -0.328
C -2.6982 2.4842 -0.2007 -0.223
H -1.9466 -0.9781 -0.4449 -0.055
H 0.9078 2.6511 -2.9438 0.124
H 1.6491 -3.2726 -0.1823 0.073
H -1.1133 2.7865 -4.5774 0.057
H -3.2424 -0.2919 1.8099 -0.063
H -0.4237 1.7984 -0.9172 0.093
H 0.5294 0.4856 -3.6316 0.071
H 1.9714 -4.5519 0.9886 0.069
H 0.3122 -4.0648 0.6681 0.080
H -0.0153 3.5029 -1.0466 0.111
H 3.8581 -0.9679 3.6236 0.064
H -1.1500 0.8440 -4.0571 0.066
H -1.1563 3.2279 1.0942 0.107
H 4.0061 -2.3416 0.3613 0.069
H 2.0919 -0.9907 3.7362 0.074
H 4.4904 -1.0826 1.4807 0.064
H -0.7251 0.4000 -2.4210 0.056
H -2.4777 2.3974 1.9078 0.095
H -4.1739 0.7258 -3.4103 0.037
H 0.9580 -3.0647 2.7681 0.137
H -3.4428 -0.1408 -2.3724 0.029
H -2.4976 2.6304 -2.1835 0.064
H 0.6631 -1.2827 0.4116 0.097
H 3.3857 -3.3097 2.3693 0.118
H -3.0599 1.4854 -0.4487 0.060
H 2.9972 -0.9166 0.5734 0.075
H -3.5719 3.0879 0.0488 0.105
H 1.1136 -0.5084 1.9269 0.106
H 3.0317 -2.3152 4.3864 0.070
```


Here is a cluster of 3 separate species, C11H29ClO2SSi in total from the OMol25 dataset. Energies are from ωB97M-V with the def2-TZVPD basis set.

As for the energy: -1734.783563 a.u. As for the SMILES: CC[C@@H](Cl)[SiH2]S.CCOCC.CCOCC. The HOMO energy is -9.51 eV. The calculation puts the max |F| at 2.7 eV/Å.

```
45
Properties=species:S:1:pos:R:3:lowdin_charge:R:1
Cl 1.8856 -0.7127 -1.6160 0.484
S 2.9508 1.0576 -4.7983 0.307
Si 0.9871 1.2334 -3.8173 0.280
O -1.2325 4.2805 2.2432 -0.172
O -0.7624 -5.8851 -1.0454 -0.166
C -1.4010 1.5356 -1.6938 -0.175
C -0.5193 -4.5174 -0.7256 -0.276
C -2.3898 4.2854 4.4178 -0.083
C 0.2098 -3.7594 -1.8229 -0.099
C 0.3861 -6.6923 -1.2941 -0.279
C 0.0035 4.8135 2.7131 -0.279
C -1.9857 3.5087 3.1754 -0.281
C 0.0571 1.4309 -0.9555 -0.312
C 1.3397 -6.7668 -0.1135 -0.085
C 0.9863 3.7486 3.1700 -0.080
C 1.3172 1.0593 -1.9307 -0.787
H 0.2296 0.0537 -4.3074 -0.051
H -1.4981 -4.0527 -0.5693 0.118
H -2.9737 5.1726 4.1421 0.084
H 0.0195 -7.7014 -1.5153 0.118
H 1.7443 -5.7863 0.1484 0.064
H 1.1997 -4.1763 -2.0182 0.067
H 3.0615 2.3019 -5.4746 -0.165
H 2.2366 1.7693 -1.6731 0.090
H 2.1813 -7.4264 -0.3451 0.077
H -2.8922 3.1844 2.6544 0.118
H 1.1943 3.0457 2.3562 0.074
H 1.9276 4.2091 3.4842 0.079
H 0.3388 -2.7091 -1.5410 -0.001
H 0.2651 2.4488 -0.4166 0.108
H 0.5996 3.1685 4.0111 0.066
H -0.1792 5.5485 3.5040 0.105
H -0.3559 -3.8063 -2.7620 0.087
H 0.0130 -4.4408 0.2273 0.104
H -1.7295 0.5732 -2.2861 0.084
H -0.0024 0.5758 -0.1290 0.108
H -2.9941 3.6578 5.0812 0.079
H -2.2058 1.6557 -0.8200 0.086
H 0.4463 5.3661 1.8763 0.118
H 0.8235 -7.1545 0.7712 0.082
H 0.9008 -6.3478 -2.1970 0.104
H -1.5221 4.6299 4.9837 0.064
H 0.2953 2.4871 -4.1966 -0.053
H -1.5158 2.5363 -2.3350 0.083
H -1.4404 2.5976 3.4397 0.104
```


Number 4 is which compound?
C11H29ClO2SSi